Entry P
This record from the OMol25 dataset describes 2 unconnected molecules or ions with the total composition C3H11NO3. The level of theory is ωB97M-V/def2-TZVPD.

```
18
Properties=species:S:1:pos:R:3
O 2.496 1.678 -0.370
O -2.813 0.451 -0.502
O 1.785 -0.866 0.400
N -0.628 -0.184 1.537
C -0.456 -0.061 0.062
C 0.554 -1.073 -0.378
C -1.655 -0.480 -0.628
H -1.277 -0.622 -1.778
H -0.125 0.980 -0.175
H 1.102 -1.071 -1.407
H -0.902 0.589 2.126
H 2.591 1.074 -1.142
H 2.007 0.013 0.673
H 2.707 2.544 -0.807
H 0.260 -2.110 -0.130
H -1.984 -1.334 0.006
H -2.659 1.404 -0.786
H 0.263 -0.601 2.103
```

The gap between HOMO and LUMO (alpha / beta) comes out at 11.404 / 5.912 eV. As for the multiplicity: 2. The expectation value of S² is 0.755. The net charge is +1. As for the HOMO energy (alpha / beta): -14.9 / -14.8 eV.


Entry Q
This record from the OMol25 dataset describes 3 unconnected molecules or ions with the total composition C3H11NO3. The level of theory is ωB97M-V/def2-TZVPD.

```
18
Properties=species:S:1:pos:R:3
O 0.669 0.519 0.761
O 1.728 2.650 -0.690
O -0.488 1.299 -2.098
N -0.812 -1.717 -0.684
C 0.833 -0.684 1.147
C -0.367 -1.712 0.696
C -1.558 -1.311 1.568
H 0.102 2.028 -2.076
H 1.202 3.345 -0.312
H -1.151 -0.759 2.355
H 1.427 1.857 -0.363
H -1.055 -0.688 -0.767
H 1.566 -0.953 1.941
H -2.122 -2.240 2.045
H -2.362 -0.801 1.101
H 0.073 -2.666 0.838
H 0.056 -1.784 -1.235
H -0.765 1.180 -2.988
```

The gap between HOMO and LUMO (alpha / beta) comes out at 8.812 / 5.315 eV. As for the multiplicity: 2. The expectation value of S² is 0.758. The net charge is +1. As for the HOMO energy (alpha / beta): -14.9 / -14.8 eV.


Referenced to the most stable arrangement, the calculated values in eV are entry P 0.344; entry Q 0.000.


Entry P
This record from the OMol25 dataset describes 2 unconnected molecules or ions with the total composition C2H9NOS2. The level of theory is ωB97M-V/def2-TZVPD.

```
15
Properties=species:S:1:pos:R:3
S -0.110 3.075 0.118
S 1.204 2.070 1.348
O -2.606 -1.215 -0.878
N 0.156 -1.625 -0.468
C 0.684 -0.227 -0.388
C 0.957 0.269 1.052
H 0.318 -2.290 0.222
H -1.696 -1.417 -0.605
H -0.136 0.371 -0.804
H -0.332 3.955 1.128
H 1.549 -0.070 -1.071
H 1.873 -0.178 1.395
H 0.402 -2.123 -1.318
H -2.500 -0.392 -1.496
H 0.236 -0.201 1.766
```

The gap between HOMO and LUMO comes out at 9.015 eV. Its structure (SMILES) is NCCSS.O. As for the multiplicity: 1. As for the HOMO energy: -8.6 eV.


Entry Q
This record from the OMol25 dataset describes 2 unconnected molecules or ions with the total composition C2H9NOS2. The level of theory is ωB97M-V/def2-TZVPD.

```
15
Properties=species:S:1:pos:R:3
S 1.605 -1.113 0.966
S 1.504 0.672 -0.159
O -1.478 -0.238 -0.737
N -1.521 0.033 1.682
C 2.128 0.294 -1.806
C -2.091 0.435 0.430
H -1.181 -0.886 1.893
H 0.841 -1.819 1.765
H -3.109 0.096 0.261
H 1.565 0.870 -2.541
H -0.712 -0.562 -0.244
H 2.257 -0.718 -2.227
H -0.973 0.729 2.158
H -2.000 1.516 0.301
H 3.164 0.690 -1.744
```

The gap between HOMO and LUMO comes out at 8.024 eV. Its structure (SMILES) is CSS.NCO. As for the multiplicity: 1. As for the HOMO energy: -8.7 eV.


Entry R
This record from the OMol25 dataset describes 2 unconnected molecules or ions with the total composition C2H9NOS2. The level of theory is ωB97M-V/def2-TZVPD.

```
15
Properties=species:S:1:pos:R:3
S 0.837 2.081 2.982
S -0.739 1.878 1.694
O 0.426 -1.399 -1.627
N -0.290 -1.330 -3.846
C -0.236 -0.605 -2.592
C 0.380 0.892 4.290
H 0.030 -2.275 -1.761
H -0.868 -0.832 -4.509
H -1.264 -0.409 -2.281
H -0.211 0.974 0.850
H 0.292 0.343 -2.667
H -0.506 1.237 4.758
H 0.631 -1.435 -4.198
H 1.207 0.995 4.998
H 0.311 -0.115 3.909
```

The gap between HOMO and LUMO comes out at 9.715 eV. Its structure (SMILES) is CSS.NCO. As for the multiplicity: 1. As for the HOMO energy: -9.1 eV.


Referenced to the most stable arrangement, the calculated values in eV are entry P 0.324; entry Q 2.067; entry R 0.000.


Entry P
This record from the OMol25 dataset describes C8H10O in the gas phase. The level of theory is ωB97M-V/def2-TZVPD.

```
19
Properties=species:S:1:pos:R:3
O -0.102 1.239 1.483
C 0.693 0.224 1.331
C 0.129 -1.647 -0.098
C -1.884 1.340 -1.728
C 0.063 -1.110 1.285
C -0.355 -0.849 -1.027
C -0.994 0.456 -0.815
C -0.851 1.198 0.303
C 2.170 0.349 1.001
H -2.539 0.699 -2.364
H -0.412 -1.201 -2.122
H 2.668 0.938 1.771
H 0.500 -1.830 2.059
H 2.424 0.754 -0.013
H 2.518 -0.698 1.092
H -1.268 1.856 -2.449
H -0.976 -1.097 1.568
H 0.651 -2.621 -0.057
H -2.434 2.001 -1.221
```

The gap between HOMO and LUMO (alpha / beta) comes out at 9.172 / 7.326 eV. As for the multiplicity: 1. As for the HOMO energy (alpha / beta): -8.4 / -7.3 eV.


Entry Q
This record from the OMol25 dataset describes C8H10O in the gas phase. The level of theory is ωB97M-V/def2-TZVPD.

```
19
Properties=species:S:1:pos:R:3
O 0.533 -0.861 -1.993
C -0.925 -0.123 -0.301
C 0.064 0.141 0.733
C -1.750 -0.656 -2.578
C -0.691 -0.542 -1.531
C 1.242 -0.514 0.502
C 2.089 -1.461 0.779
C -0.438 0.985 1.708
C 0.294 2.095 2.479
H 1.443 1.842 2.484
H 3.107 -1.594 0.310
H 2.060 -1.978 1.700
H -0.122 2.136 3.390
H -2.597 -0.810 -2.018
H -1.878 -0.022 0.152
H -1.565 -1.317 -3.387
H 1.224 -0.667 -1.386
H -2.138 0.418 -2.952
H 0.046 2.927 1.908
```

The gap between HOMO and LUMO (alpha / beta) comes out at 7.463 / 7.152 eV. As for the multiplicity: 1. As for the HOMO energy (alpha / beta): -8.0 / -8.0 eV.


Referenced to the most stable arrangement, the calculated values in eV are entry P 0.000; entry Q 1.003.


Entry P
This record from the OMol25 dataset describes a molecular structure, C26H30BBrCl2N8O5W. The level of theory is ωB97M-V/def2-TZVPD.

```
74
Properties=species:S:1:pos:R:3
W 0.131 0.192 0.897
Br -2.959 1.183 -1.373
Cl 2.665 -2.861 -0.920
Cl -1.792 -2.735 2.161
O -1.928 -1.681 -0.957
O 0.010 1.136 -1.014
O 0.080 0.010 2.862
O 0.264 -1.139 -2.386
O -1.032 0.561 4.723
N 0.194 2.437 -2.808
N -2.349 -3.658 -1.971
N -1.910 0.565 1.247
N 2.956 1.586 1.356
N 2.201 0.786 0.574
N 0.455 -1.512 0.653
N 0.198 2.473 1.521
N 1.141 2.972 2.348
C 1.309 -3.637 -0.172
C 0.110 1.233 -2.242
C 0.389 -2.872 0.559
C -1.987 -4.717 -2.891
C 0.784 4.191 2.752
C -1.653 -2.504 -1.806
C -3.453 -3.955 -1.075
C 0.145 3.620 -1.954
C -4.307 0.923 1.005
C -0.759 -4.960 1.088
C -2.166 0.612 2.642
C -3.415 0.743 3.196
C 0.090 0.015 -3.145
C 0.011 2.645 -4.237
C -4.537 0.856 2.397
C 4.152 1.130 -0.456
C 0.152 -5.675 0.324
C 4.125 1.804 0.759
C -0.441 4.513 2.186
C -0.641 -3.589 1.203
C -0.765 3.396 1.426
C -3.051 0.801 0.500
C -0.476 -2.270 -2.767
C 2.914 0.513 -0.526
C -0.997 0.420 3.522
C 1.192 -5.012 -0.303
B 2.447 2.186 2.707
H -1.561 -5.465 1.607
H -3.462 0.742 4.277
H -3.642 -3.090 -0.446
H 1.422 4.749 3.416
H -0.857 -2.168 -3.790
H -4.346 -4.193 -1.656
H -1.316 -4.365 -3.668
H -1.643 3.204 0.829
H 0.702 4.420 -2.438
H 0.202 -3.125 -2.746
H -5.534 0.939 2.803
H -1.505 -5.547 -2.364
H 4.861 2.429 1.234
H -1.014 5.413 2.318
H -5.121 1.105 0.320
H -3.208 -4.808 -0.439
H 4.954 1.090 -1.172
H 0.474 3.590 -4.511
H 0.592 3.396 -0.990
H 3.272 2.983 3.081
H 2.503 -0.140 -1.279
H -0.886 3.941 -1.793
H 2.224 1.307 3.486
H 1.931 -5.554 -0.876
H 0.487 1.860 -4.817
H -2.888 -5.095 -3.376
H -0.865 0.018 -3.685
H -1.048 2.691 -4.502
H 0.896 0.099 -3.885
H 0.066 -6.750 0.239
```

The gap between HOMO and LUMO (alpha / beta) comes out at 5.254 / 8.282 eV. As for the multiplicity: 3. The expectation value of S² is 2.034. As for the HOMO energy (alpha / beta): -5.2 / -8.3 eV.


Entry Q
This record from the OMol25 dataset describes a molecular structure, C26H30BBrCl2N8O5W. The level of theory is ωB97M-V/def2-TZVPD.

```
74
Properties=species:S:1:pos:R:3
W 0.451 0.671 -0.063
Br 3.790 0.359 0.852
Cl -1.935 -0.128 -2.498
Cl -1.716 -3.097 1.929
O 1.316 -0.667 -1.063
O 0.014 2.504 -3.636
O 0.713 0.164 1.740
O -0.183 1.634 -1.551
O 1.995 -1.984 1.063
N -0.629 -1.182 -0.089
N -0.053 -0.622 3.803
N 0.381 3.623 0.189
N 0.068 -2.340 -2.102
N 0.838 2.671 1.029
N -1.517 1.444 0.707
N 2.244 1.543 -1.041
N -1.933 2.557 0.068
C 1.302 4.572 0.030
C -1.883 -1.733 -0.380
C 2.058 3.074 1.436
C -0.838 0.580 3.973
C 4.213 1.644 -3.101
C -0.280 -3.743 -2.053
C 0.676 -0.773 2.646
C 3.510 1.108 -0.883
C -3.734 1.317 0.388
C 4.508 1.135 -1.806
C 1.313 -2.726 0.076
C -3.758 -3.200 0.194
C 1.943 1.919 -2.367
C 2.399 4.264 0.818
C -3.242 2.498 -0.149
C -2.516 -2.654 0.465
C 1.504 -2.017 2.383
C 2.913 1.995 -3.365
C 0.280 -1.306 5.032
C 0.894 -2.010 -3.249
C -4.412 -2.860 -0.978
C 0.519 2.071 -2.608
C 0.495 -1.741 -0.841
C -3.842 -1.938 -1.838
C -2.621 0.698 0.925
C -2.613 -1.380 -1.531
B -1.130 3.874 -0.061
H 2.615 2.511 2.161
H 5.491 0.775 -1.559
H -0.637 -1.669 5.505
H 1.897 -2.453 -3.172
H 0.778 -0.624 5.731
H 0.392 -2.383 -4.142
H -0.354 1.270 4.673
H 0.935 -2.936 2.575
H -1.826 0.323 4.365
H 2.580 2.309 -4.342
H 0.988 -0.923 -3.321
H -2.560 -0.218 1.480
H -1.275 4.347 -1.137
H 0.665 -3.480 0.524
H 1.133 5.411 -0.615
H 3.303 4.823 0.925
H 2.081 -3.208 -0.537
H 0.596 -4.403 -2.114
H -0.820 -3.963 -1.134
H -0.947 1.078 3.007
H -0.944 -3.956 -2.892
H -4.206 -3.880 0.902
H 0.940 -2.145 4.839
H -3.744 3.295 -0.660
H -5.371 -3.295 -1.211
H -4.741 0.957 0.385
H 4.981 1.689 -3.856
H -4.350 -1.630 -2.737
H -1.499 4.576 0.840
H 2.398 -2.017 3.025
```

The gap between HOMO and LUMO (alpha / beta) comes out at 5.333 / 7.766 eV. As for the multiplicity: 3. The expectation value of S² is 2.029. As for the HOMO energy (alpha / beta): -5.5 / -8.0 eV.


Referenced to the most stable arrangement, the calculated values in eV are entry P 0.000; entry Q 2.637.


Entry P
This record from the OMol25 dataset describes a gas-phase ion, C8H12NO2 (charge +1). The level of theory is ωB97M-V/def2-TZVPD.

```
23
Properties=species:S:1:pos:R:3
O 0.260 -2.903 0.150
O 2.925 -1.036 0.351
N 0.676 -0.228 0.405
C 0.921 0.521 -1.816
C 1.555 0.584 -0.458
C -0.593 -0.568 -0.414
C -0.611 -2.412 -0.437
C 0.347 0.240 1.777
C -1.921 0.058 -0.009
C 2.919 -0.098 -0.405
C -0.241 -0.100 -1.756
H 1.097 -1.237 0.487
H 0.415 1.399 1.886
H -1.708 1.064 0.338
H -2.588 -0.435 0.788
H 1.305 1.003 -2.660
H 1.676 1.571 -0.045
H -0.858 -0.189 -2.575
H 3.669 0.072 -1.039
H -1.527 -2.708 -0.879
H 1.101 -0.271 2.482
H -0.724 -0.227 1.987
H -2.384 0.143 -0.984
```

The gap between HOMO and LUMO comes out at 9.979 eV. Its structure (SMILES) is C[N@@H+]1[C@@H](C=O)C=C[C@@]1(C)C=O. As for the multiplicity: 1. The net charge is +1. As for the HOMO energy: -13.5 eV.


Entry Q
This record from the OMol25 dataset describes 2 unconnected molecules or ions with the total composition C8H12NO2. The level of theory is ωB97M-V/def2-TZVPD.

```
23
Properties=species:S:1:pos:R:3
O -2.432 1.489 -0.289
O 0.989 -1.688 -1.762
N -1.662 -1.333 0.029
C 0.765 -1.095 -0.549
C 2.299 -1.509 -1.971
C -1.514 1.697 -1.331
C -0.355 -0.656 0.152
C 1.928 -0.542 -0.020
C 0.073 0.051 1.377
C 1.593 0.115 1.285
C 2.926 -0.840 -0.919
H -0.719 0.997 -1.337
H -1.988 -1.645 1.025
H -0.104 -0.343 2.309
H -2.368 -0.671 -0.361
H 4.084 -0.729 -0.935
H 2.797 -1.869 -2.842
H 2.042 -0.385 2.154
H -0.391 1.088 1.435
H -1.288 -2.126 -0.672
H -3.135 2.186 -0.205
H -1.834 2.519 -1.981
H 1.788 1.189 1.248
```

The gap between HOMO and LUMO (alpha / beta) comes out at 7.486 / 6.905 eV. As for the multiplicity: 1. The net charge is +1. As for the HOMO energy (alpha / beta): -10.8 / -11.2 eV.


Referenced to the most stable arrangement, the calculated values in eV are entry P 0.000; entry Q 1.864.